1:
DFT (ωB97M-V/def2-TZVPD) results for the ion C4H6NO with charge +1.

Each atom is followed by the atoms it is bonded to, with distances in Å.
Cartesian coordinates (Å):
1 C -1.38 0.04 0.11  C3 1.478, N5 1.809, O6 1.166
2 C 0.51 -1.84 -0.02  N5 1.244, H7 1.039, H8 1.078
3 C -0.61 1.31 0.06  C1 1.478, C4 1.579, H9 1.144, H10 1.096
4 C 0.86 0.75 0.18  C3 1.579, N5 1.506, H11 1.106, H12 1.064
5 N 0.29 -0.64 0.23  C1 1.809, C2 1.244, C4 1.506
6 O -2.30 -0.66 0.05  C1 1.166
7 H 1.40 -2.24 -0.37  C2 1.039
8 H -0.31 -2.53 0.09  C2 1.078
9 H -0.63 1.65 -1.04  C3 1.144
10 H -0.75 2.25 0.60  C3 1.096
11 H 1.33 0.89 -0.81  C4 1.106
12 H 1.57 1.03 0.93  C4 1.064

Calculated values
charge = +1
E_HOMO = -15.89 eV
gap between HOMO and LUMO = 10.69 eV
2S+1 = 1
SMILES = C=[N+]1CCC1=O


2:
DFT (ωB97M-V/def2-TZVPD) results for the ion C4H6NO with charge +1.

Each atom is followed by the atoms it is bonded to, with distances in Å.
Cartesian coordinates (Å):
1 C 1.47 -0.57 0.03  C3 1.302, N5 1.588, H7 1.078
2 C -1.06 0.56 -0.01  C3 1.585, C4 1.499, O6 1.176
3 C 0.50 0.28 -0.14  C1 1.302, C2 1.585, N5 1.486
4 C -1.79 -0.75 -0.06  C2 1.499, H8 1.079, H9 1.145, H10 1.204
5 N 1.82 0.98 -0.11  C1 1.588, C3 1.486, H11 1.016, H12 1.056
6 O -1.39 1.66 0.19  C2 1.176
7 H 2.13 -1.40 0.20  C1 1.078
8 H -1.91 -0.90 1.00  C4 1.079
9 H -1.19 -1.63 -0.50  C4 1.145
10 H -2.95 -0.85 -0.36  C4 1.204
11 H 2.15 1.30 0.79  N5 1.016
12 H 2.22 1.30 -1.04  N5 1.056

Calculated values
charge = +1
E_HOMO = -15.16 eV
gap between HOMO and LUMO = 10.11 eV
2S+1 = 1
SMILES = CC(=O)C1=C[NH2+]1


Of them, 1 has the highest stability.